*1*
DFT (ωB97M-V/def2-TZVPD) results for a cluster of 2 separate species, C7H11Cl in total.

Output
* total charge: 0
* SMILES: C=C=C(C)C.C=CCl

Last column: Löwdin charge in e.
Atoms and positions in Å:
Cl1 -2.83 -0.68 -0.65  0.70
C1 -2.91 0.37 0.58  -0.81
C2 1.27 -0.25 -0.41  -0.38
C3 1.70 1.12 -0.35  -0.09
C4 0.48 -0.90 0.35  -0.10
C5 -3.21 1.66 0.59  -0.09
C6 0.14 -1.70 1.34  -0.02
C7 2.12 -0.91 -1.53  -0.05
H1 2.17 -2.02 -1.75  0.09
H2 2.10 1.42 -1.31  0.07
H3 -3.60 2.21 -0.30  0.07
H4 2.48 1.17 0.45  0.12
H5 3.12 -0.61 -1.23  0.07
H6 -2.53 0.07 1.67  0.11
H7 0.96 1.86 -0.08  0.08
H8 -3.37 1.94 1.58  0.02
H9 0.92 -2.15 1.98  0.06
H10 1.83 -0.47 -2.50  0.08
H11 -0.85 -2.12 1.58  0.04

*2*
DFT (ωB97M-V/def2-TZVPD) results for a structure of composition C7H11Cl.

Output
* total charge: 0

Last column: Löwdin charge in e.
Atoms and positions in Å:
Cl1 0.66 2.17 -2.89  0.54
C1 -0.14 0.90 0.19  -0.40
C2 0.04 -2.17 0.84  -0.15
C3 0.67 0.68 -1.84  -0.55
C4 -0.82 0.77 -1.13  -0.25
C5 1.30 1.00 -0.30  -0.16
C6 -0.88 0.13 1.43  -0.04
C7 -0.97 -1.29 1.59  -0.29
H1 -1.26 0.79 2.20  0.08
H2 -1.70 -0.22 -1.39  0.18
H3 -1.66 -1.63 2.31  0.05
H4 1.76 1.97 -0.34  0.06
H5 -1.39 1.81 -1.32  0.11
H6 2.14 0.36 0.31  0.10
H7 -0.35 2.03 0.38  0.14
H8 1.77 -1.45 1.03  0.19
H9 -0.42 -1.85 -0.43  0.12
H10 1.17 -0.18 -2.31  0.09
H11 0.08 -3.82 1.67  0.20

Top of the stability list: *1*, leading by 0.3072 hartree.

*1*
DFT (ωB97M-V/def2-TZVPD) results for a cluster of 2 separate species, C7H14N2O2 in total.

Output
* total charge: 0

Last column: Löwdin charge in e.
Atoms and positions in Å:
O1 -1.78 2.79 2.52  0.02
O2 0.38 2.44 2.48  0.01
N1 -0.78 2.11 2.25  -0.47
N2 -0.97 0.94 1.67  -0.02
C1 0.38 -0.30 0.81  -0.02
C2 -2.26 0.38 1.63  -0.12
C3 -0.48 -0.31 -1.48  -0.05
C4 1.86 -1.22 -0.94  -0.05
C5 0.82 -0.13 -0.58  -0.60
C6 0.72 -1.20 1.75  0.08
C7 1.34 1.30 -0.74  -0.05
H1 1.30 -2.13 1.50  0.10
H2 0.56 2.02 -1.12  0.10
H3 1.75 1.71 0.23  0.10
H4 -1.26 0.31 -0.96  0.07
H5 -2.17 -0.70 1.66  0.07
H6 -2.78 0.78 0.76  0.08
H7 2.16 1.27 -1.50  0.09
H8 2.80 -1.09 -0.38  0.10
H9 -0.30 0.09 -2.51  0.09
H10 0.49 -1.02 2.76  0.06
H11 -0.79 -1.45 -1.61  0.13
H12 -2.92 0.65 2.56  0.12
H13 2.02 -1.25 -2.04  0.10
H14 1.50 -2.19 -0.63  0.07

*2*
DFT (ωB97M-V/def2-TZVPD) results for an isolated molecule of C7H14N2O2.

Output
* total charge: 0
* SMILES: C=C[N+](C)(C)NCCC(=O)[O-]

Last column: Löwdin charge in e.
Atoms and positions in Å:
O1 2.41 -1.88 -1.05  -0.07
O2 3.10 0.15 -0.41  -0.08
N1 -0.74 -0.16 0.52  -0.31
N2 -0.18 -0.85 -0.65  0.03
C1 0.14 0.06 -1.72  -0.19
C2 2.52 -0.64 -1.24  -0.72
C3 -2.10 0.21 0.29  -0.01
C4 1.58 -0.14 -2.29  -0.09
C5 -0.37 1.88 1.88  0.09
C6 0.14 0.90 1.01  -0.06
C7 -0.70 -1.23 1.65  0.04
H1 0.68 -1.38 -0.46  0.09
H2 -1.32 1.93 2.34  0.05
H3 -0.63 -0.16 -2.43  0.10
H4 1.54 -0.72 -3.19  0.11
H5 -2.66 -0.26 1.13  0.12
H6 -1.55 -1.95 1.67  0.12
H7 0.24 2.70 2.24  0.07
H8 -2.27 1.27 0.41  0.09
H9 -2.52 -0.10 -0.65  0.11
H10 -0.11 1.07 -1.53  0.11
H11 0.27 -1.76 1.62  0.12
H12 -0.68 -0.73 2.59  0.08
H13 1.18 0.93 0.69  0.12
H14 2.03 0.84 -2.44  0.11

*3*
DFT (ωB97M-V/def2-TZVPD) results for an isolated molecule of C7H14N2O2.

Output
* total charge: 0

Last column: Löwdin charge in e.
Atoms and positions in Å:
O1 -1.75 2.53 0.39  -0.05
O2 3.18 1.43 -0.52  -0.13
N1 -1.08 1.34 0.84  0.07
N2 1.99 1.16 -0.01  -0.31
C1 -1.03 0.24 -0.12  -0.65
C2 1.63 -0.29 -0.10  -0.24
C3 -1.18 0.55 -1.57  -0.05
C4 -2.25 -0.63 0.13  -0.06
C5 0.13 -0.64 0.33  -0.09
C6 2.61 -1.00 0.94  -0.05
C7 1.31 2.14 0.47  0.20
H1 2.49 -2.18 0.88  0.11
H2 -2.00 -1.63 -0.46  0.13
H3 -3.19 -0.18 -0.35  0.11
H4 0.10 -0.52 1.42  0.12
H5 -1.85 2.99 1.24  0.09
H6 1.65 3.16 0.40  0.08
H7 -1.34 -0.35 -2.02  0.04
H8 -2.13 1.15 -1.78  0.12
H9 -0.04 -1.54 -0.13  0.09
H10 3.62 -0.62 0.68  0.07
H11 -2.31 -0.84 1.19  0.08
H12 2.28 -0.68 2.04  0.11
H13 -0.33 1.00 -2.13  0.10
H14 2.03 -0.52 -1.02  0.11

Top of the stability list: *2*, leading by 0.0755 hartree.

*1*
DFT (ωB97M-V/def2-TZVPD) results for a structure of composition C40H37N3P2RuSe4.

Output
* spin multiplicity: 6
* <S²>: 8.78
* total charge: +1

Last column: Mulliken spin population.
Atoms and positions in Å:
Ru1 0.32 -2.41 0.02  4.21
Se1 -3.33 -4.92 -0.39  0.00
Se2 2.75 3.93 0.60  0.01
Se3 -0.07 -4.71 -1.43  0.17
Se4 -2.04 -1.52 0.21  0.26
P1 1.31 3.45 -0.84  0.00
P2 -1.34 0.59 0.25  0.04
N1 2.06 -0.29 -1.35  0.02
N2 2.22 0.99 -1.45  0.03
N3 0.87 -0.54 -0.80  0.10
C1 2.93 5.14 -4.16  0.00
C2 -3.40 -6.56 -1.42  0.00
C3 -1.11 4.74 -1.47  0.00
C4 2.79 -3.20 1.65  -0.19
C5 0.24 0.65 -0.55  -0.02
C6 -2.14 1.51 4.12  0.01
C7 2.66 4.80 -2.84  0.00
C8 5.60 -3.35 1.75  -0.02
C9 -0.89 1.89 4.59  0.00
C10 -2.53 5.74 0.20  0.00
C11 1.28 3.57 -4.91  0.00
C12 1.35 -3.13 1.64  0.20
C13 1.73 -5.44 -1.58  0.02
C14 -2.56 1.50 -0.68  0.00
C15 1.33 -3.63 4.03  -0.02
C16 -0.62 4.45 0.87  0.00
C17 -2.64 1.22 -2.05  0.01
C18 -2.22 5.51 -1.13  0.00
C19 0.21 1.88 3.75  0.00
C20 2.24 4.53 -5.19  0.00
C21 1.00 3.23 -3.60  0.00
C22 1.13 1.64 -0.95  0.02
C23 -3.44 2.39 -0.09  0.02
C24 -1.85 -5.40 0.78  0.00
C25 -4.43 3.00 -0.87  0.00
C26 4.87 -3.59 2.88  0.03
C27 -4.51 2.72 -2.22  0.00
C28 3.46 -3.51 2.86  -0.01
C29 2.70 -3.72 4.04  0.13
C30 1.68 3.85 -2.56  0.00
C31 0.66 -3.33 2.83  -0.04
C32 3.58 -2.97 0.49  -0.02
C33 0.08 1.50 2.43  0.00
C34 4.95 -3.03 0.54  0.05
C35 -0.60 -5.86 0.07  0.03
C36 -1.74 5.19 1.20  0.00
C37 -2.29 1.12 2.80  0.02
C38 -1.18 1.13 1.95  -0.03
C39 -0.30 4.21 -0.47  0.00
C40 -3.61 1.84 -2.82  0.00
H1 1.63 -6.51 -1.77  0.01
H2 2.21 -4.97 -2.44  0.00
H3 -3.36 2.64 0.96  0.00
H4 -5.12 3.69 -0.41  0.00
H5 -0.86 4.60 -2.51  0.00
H6 0.94 1.52 1.78  0.00
H7 3.23 -3.95 4.96  0.00
H8 5.53 -2.83 -0.35  0.00
H9 0.05 4.10 1.64  0.00
H10 -5.28 3.20 -2.83  0.00
H11 0.25 -5.91 0.75  -0.01
H12 -2.17 -6.18 1.47  0.00
H13 -0.42 -3.25 2.85  -0.01
H14 -3.26 0.80 2.44  0.00
H15 -2.83 5.94 -1.92  0.00
H16 2.47 4.79 -6.22  0.00
H17 1.19 2.18 4.12  0.00
H18 -3.52 -7.41 -0.76  0.00
H19 0.77 -3.79 4.94  0.00
H20 -4.27 -6.48 -2.07  0.00
H21 -0.74 -6.85 -0.37  0.00
H22 0.75 3.08 -5.73  0.00
H23 6.68 -3.41 1.77  0.00
H24 2.29 -5.25 -0.68  0.00
H25 -3.39 6.35 0.46  0.00
H26 0.25 2.47 -3.39  0.00
H27 -0.78 2.20 5.63  0.00
H28 -2.99 1.51 4.78  0.00
H29 -1.96 5.38 2.24  0.00
H30 3.69 5.88 -4.38  0.00
H31 -1.66 -4.52 1.38  0.01
H32 5.37 -3.84 3.81  0.00
H33 -1.96 0.51 -2.51  0.00
H34 3.11 -2.70 -0.43  -0.05
H35 -2.51 -6.67 -2.04  0.00
H36 3.20 5.27 -2.02  0.00
H37 -3.67 1.63 -3.88  0.00

*2*
DFT (ωB97M-V/def2-TZVPD) results for a structure of composition C40H37N3P2RuSe4.

Output
* spin multiplicity: 6
* <S²>: 8.77
* total charge: +1

Last column: Mulliken spin population.
Atoms and positions in Å:
Ru1 -0.04 -0.10 0.47  4.15
Se1 1.58 -2.22 0.32  0.29
Se2 1.84 0.90 2.08  0.14
Se3 0.29 2.34 -0.76  0.19
Se4 -3.50 -1.97 -5.72  0.00
P1 -2.38 -2.89 -4.23  0.01
P2 0.62 -3.14 -1.40  0.02
N1 -1.07 0.19 -2.29  0.02
N2 -1.76 -0.46 -3.18  0.03
N3 -0.25 -0.64 -1.66  0.07
C1 2.45 -4.93 -2.51  0.01
C2 0.02 -3.53 -5.41  0.00
C3 2.51 -2.65 -3.31  0.01
C4 -1.49 -5.38 -5.13  0.00
C5 1.10 3.35 0.69  0.00
C6 3.54 -5.23 -3.31  0.00
C7 0.84 1.57 3.60  0.02
C8 -1.46 3.17 -0.72  0.00
C9 2.28 2.61 1.27  0.01
C10 -4.27 -0.69 0.49  0.00
C11 0.90 -4.36 -6.09  0.00
C12 -1.45 -3.17 3.88  0.02
C13 1.92 -3.65 -2.52  0.01
C14 0.60 -5.70 -6.27  0.00
C15 -3.75 -3.19 3.20  0.02
C16 -1.71 -5.61 0.80  0.01
C17 -3.49 -2.17 2.25  0.00
C18 -0.87 -4.57 0.42  -0.01
C19 -1.92 -0.67 1.12  0.32
C20 -2.95 -0.21 0.33  -0.09
C21 -4.37 -4.68 -3.54  0.00
C22 -0.35 -4.54 -0.88  -0.01
C23 -2.17 -1.67 2.11  -0.27
C24 -0.40 -1.88 -2.18  0.03
C25 -0.60 -6.21 -5.79  0.00
C26 -3.42 -3.78 -3.03  0.00
C27 3.60 -2.95 -4.09  0.00
C28 -1.39 -1.76 -3.16  0.00
C29 -4.52 -1.65 1.42  0.09
C30 -1.18 -4.04 -4.92  0.00
C31 -2.03 -6.62 -0.11  0.00
C32 4.12 -4.24 -4.10  0.00
C33 -2.76 -3.69 3.99  -0.01
C34 -1.17 -2.19 2.97  -0.04
C35 -5.19 -5.11 -1.32  0.00
C36 -1.50 -6.59 -1.39  0.00
C37 -3.41 -3.53 -1.66  -0.01
C38 -4.28 -4.19 -0.81  0.00
C39 -0.66 -5.56 -1.78  0.00
C40 -5.23 -5.35 -2.68  0.00
H1 -0.66 -3.55 4.52  0.00
H2 3.95 -6.23 -3.32  0.00
H3 -5.95 -6.04 -3.09  0.00
H4 -1.32 4.25 -0.81  0.01
H5 -0.64 -3.78 1.12  -0.01
H6 -5.87 -5.62 -0.65  0.00
H7 0.54 0.71 4.19  0.00
H8 1.51 2.20 4.19  0.00
H9 -5.53 -2.04 1.54  0.00
H10 2.76 3.19 2.06  0.00
H11 4.97 -4.48 -4.72  0.00
H12 -2.68 -7.42 0.19  0.00
H13 2.02 -5.71 -1.89  0.00
H14 3.03 2.38 0.52  0.00
H15 2.10 -1.64 -3.30  0.00
H16 -4.26 -3.98 0.25  0.00
H17 1.82 -3.95 -6.48  0.00
H18 -4.76 -3.57 3.29  0.00
H19 -4.46 -4.82 -4.61  0.00
H20 1.29 -6.35 -6.79  0.00
H21 0.24 -2.48 -5.30  0.00
H22 1.44 4.30 0.27  0.01
H23 -1.99 2.79 -1.59  0.00
H24 -5.06 -0.31 -0.14  0.00
H25 -2.97 -4.46 4.71  0.00
H26 -2.76 0.51 -0.46  -0.03
H27 -2.72 -2.80 -1.24  0.00
H28 -0.16 -1.81 2.90  -0.02
H29 -1.75 -7.37 -2.10  0.00
H30 -2.12 -5.63 1.80  0.00
H31 4.05 -2.18 -4.70  0.00
H32 -0.85 -7.25 -5.94  0.00
H33 0.34 3.57 1.44  0.00
H34 -2.43 -5.79 -4.76  0.00
H35 -0.26 -5.55 -2.78  0.00
H36 -1.99 2.92 0.20  0.00
H37 -0.03 2.12 3.28  0.00

Top of the stability list: *2*, leading by 0.0181 hartree.

*1*
DFT (ωB97M-V/def2-TZVPD) results for an isolated molecule of C3H6S2.

Output
* total charge: 0

Last column: Löwdin charge in e.
Atoms and positions in Å:
S1 1.54 -0.80 -1.03  0.87
S2 -1.98 -0.45 -1.06  0.42
C1 -0.86 -0.85 0.37  -0.68
C2 0.43 1.38 0.18  -0.14
C3 0.31 -0.07 -0.08  -0.76
H1 -0.54 1.80 0.46  0.08
H2 1.13 1.55 1.00  0.10
H3 0.80 1.91 -0.70  0.08
H4 -1.31 -0.48 1.30  0.07
H5 1.16 -2.07 -0.87  -0.10
H6 -0.70 -1.92 0.43  0.05

*2*
DFT (ωB97M-V/def2-TZVPD) results for a cluster of 3 separate species, C3H6S2 in total.

Output
* total charge: 0

Last column: Löwdin charge in e.
Atoms and positions in Å:
S1 -1.61 -0.65 -0.15  0.66
S2 2.74 0.01 -0.02  0.63
C1 -0.09 0.58 -0.25  -0.51
C2 -2.67 0.59 0.23  -0.65
C3 1.11 -0.16 0.28  -0.79
H1 0.66 -0.80 1.11  0.04
H2 -3.12 0.12 1.61  0.15
H3 -0.25 1.64 0.46  0.16
H4 -2.25 1.83 0.19  0.09
H5 -3.55 0.42 -1.09  0.14
H6 0.35 0.93 -1.25  0.08

Top of the stability list: *1*, leading by 0.1914 hartree.

*1*
DFT (ωB97M-V/def2-TZVPD) results for an isolated molecule of C3H6S2.

Output
* total charge: 0

Last column: Löwdin charge in e.
Atoms and positions in Å:
S1 1.36 -1.73 0.27  0.83
S2 -2.54 0.66 -0.09  0.52
C1 0.77 0.92 -0.74  -0.14
C2 0.33 -0.39 -0.11  -0.71
C3 -0.98 -0.13 0.57  -0.70
H1 -0.55 0.51 1.42  0.13
H2 1.63 1.31 -0.21  0.07
H3 1.04 0.91 -1.87  0.11
H4 -1.35 -1.00 1.14  0.05
H5 0.40 -2.59 0.38  -0.16
H6 -0.10 1.53 -0.75  0.01

*2*
DFT (ωB97M-V/def2-TZVPD) results for an isolated molecule of C3H6S2.

Output
* total charge: 0
* SMILES: CC(=S)CS

Last column: Löwdin charge in e.
Atoms and positions in Å:
S1 -1.90 -0.72 -0.46  0.79
S2 1.98 -1.11 -0.36  0.70
C1 0.52 1.18 -0.30  -0.23
C2 -0.58 -0.67 0.65  -0.74
C3 0.71 -0.18 0.18  -0.93
H1 1.25 1.57 -1.22  0.12
H2 -0.68 -0.13 1.68  0.13
H3 -1.35 -1.75 -1.07  -0.12
H4 0.80 2.11 0.51  0.15
H5 -0.34 -1.70 1.19  0.11
H6 -0.42 1.39 -0.79  0.02

Top of the stability list: *2*, leading by 0.0375 hartree.

*1*
DFT (ωB97M-V/def2-TZVPD) results for a cluster of 2 separate species, C2H3P in total.

Output
* total charge: 0

Last column: Löwdin charge in e.
Atoms and positions in Å:
P1 2.04 0.05 -0.33  0.73
C1 -0.97 0.12 -0.30  -0.11
C2 -2.15 0.30 -0.34  -0.13
H1 -3.18 0.08 -0.31  -0.01
H2 1.56 -0.96 0.45  -0.25
H3 2.70 0.42 0.83  -0.22

*2*
DFT (ωB97M-V/def2-TZVPD) results for a cluster of 2 separate species, C2H3P in total.

Output
* total charge: 0

Last column: Löwdin charge in e.
Atoms and positions in Å:
P1 0.92 0.66 1.12  0.69
C1 -1.21 0.13 -1.00  -0.03
C2 -0.50 0.33 -0.04  -0.58
H1 2.22 -0.70 -0.17  0.04
H2 0.41 -0.38 1.97  -0.16
H3 -1.85 -0.05 -1.89  0.04

*3*
DFT (ωB97M-V/def2-TZVPD) results for a cluster of 2 separate species, C2H3P in total.

Output
* total charge: 0

Last column: Löwdin charge in e.
Atoms and positions in Å:
P1 -0.81 -0.14 2.06  0.84
C1 -0.09 0.73 0.44  -0.43
C2 -0.35 -0.71 0.61  -0.64
H1 -0.52 1.06 -0.49  0.04
H2 -0.51 -2.31 0.08  0.19
H3 0.79 1.26 0.60  0.00

Top of the stability list: *2*, leading by 0.0119 hartree.

*1*
DFT (ωB97M-V/def2-TZVPD) results for an isolated molecule of C8H14O.

Output
* total charge: 0
* SMILES: C/C=C/[C@H]1[C@H](O)C1(C)C

Last column: Löwdin charge in e.
Atoms and positions in Å:
O1 -2.07 -1.89 0.71  -0.01
C1 -0.06 -0.51 -0.21  -0.12
C2 -2.23 0.38 -1.29  -0.05
C3 3.71 -0.41 0.18  -0.12
C4 -1.31 0.37 -0.07  -0.49
C5 2.38 -0.87 -0.10  -0.20
C6 1.30 -0.21 0.20  -0.10
C7 -1.17 1.73 0.58  -0.03
C8 -1.31 -0.80 0.86  -0.28
H1 3.62 0.01 1.17  0.07
H2 4.51 -1.10 0.10  0.06
H3 -0.27 -1.17 -0.98  0.11
H4 -1.09 2.49 -0.11  0.04
H5 -1.80 0.98 -2.15  0.11
H6 -0.94 -0.71 1.96  0.18
H7 -2.64 -0.64 -1.59  0.08
H8 -3.28 0.83 -1.01  0.11
H9 1.42 0.62 0.86  0.10
H10 3.93 0.47 -0.45  0.09
H11 -0.23 1.69 1.23  0.10
H12 -2.12 1.96 1.15  0.11
H13 2.35 -1.51 -0.93  0.09
H14 -2.70 -1.70 -0.11  0.14

*2*
DFT (ωB97M-V/def2-TZVPD) results for an isolated molecule of C8H14O.

Output
* total charge: 0
* SMILES: C/C=C\C(=C/C)OCC

Last column: Löwdin charge in e.
Atoms and positions in Å:
O1 0.96 0.68 -1.44  -0.09
C1 0.38 -0.44 -2.20  -0.23
C2 -1.85 0.19 0.60  -0.14
C3 0.88 0.74 2.42  -0.09
C4 0.56 -1.78 -1.62  -0.06
C5 -0.94 0.98 -0.03  -0.07
C6 0.50 0.85 -0.15  -0.34
C7 -1.64 -1.08 1.35  -0.11
C8 1.23 0.64 0.96  -0.09
H1 -0.10 -1.82 -0.77  0.05
H2 -0.65 -0.10 -2.32  0.11
H3 -2.41 -1.74 1.00  0.07
H4 -2.90 0.44 0.57  0.09
H5 -0.15 1.08 2.70  0.08
H6 0.35 -2.58 -2.34  0.09
H7 0.91 -0.29 -3.16  0.13
H8 2.25 0.34 0.69  0.12
H9 -1.76 -0.90 2.48  0.11
H10 0.96 -0.30 2.74  0.07
H11 1.58 1.46 2.87  0.08
H12 -0.65 -1.50 1.18  0.05
H13 1.59 -1.93 -1.35  0.09
H14 -1.35 1.73 -0.67  0.10

Top of the stability list: *2*, leading by 0.0352 hartree.

*1*
DFT (ωB97M-V/def2-TZVPD) results for a cluster of 2 separate species, C2H3Cl2NO in total.

Output
* total charge: 0

Last column: Löwdin charge in e.
Atoms and positions in Å:
Cl1 -0.09 -0.36 2.29  0.63
Cl2 -4.31 -1.04 -1.15  0.01
O1 0.44 -0.21 -1.58  0.06
N1 1.34 1.13 0.55  0.08
C1 0.04 -0.53 -0.38  -0.22
C2 0.52 0.18 0.75  -0.83
H1 -0.66 -1.36 -0.31  0.11
H2 1.05 0.56 -1.52  0.12
H3 1.68 1.64 1.35  0.05

*2*
DFT (ωB97M-V/def2-TZVPD) results for an isolated molecule of C2H3Cl2NO.

Output
* total charge: 0
* SMILES: O/N=C/C(Cl)Cl

Last column: Löwdin charge in e.
Atoms and positions in Å:
Cl1 -1.06 0.50 -2.45  0.63
Cl2 -0.12 -1.90 -0.82  0.58
O1 1.39 0.56 1.72  -0.15
N1 0.60 -0.27 0.92  -0.17
C1 -0.11 0.48 0.17  -0.25
C2 -0.95 -0.31 -0.95  -1.12
H1 0.05 1.69 0.14  0.17
H2 2.24 -0.21 1.82  0.22
H3 -2.03 -0.53 -0.53  0.09

Top of the stability list: *1*, leading by 0.0226 hartree.